The following is a quantum chemistry calculation of a 2-piece molecular cluster, C3H9N3O3S overall at a distorted geometry, from OMol25.

Orbital gap in eV: 10.4
F_max in hartree/bohr: 0.0685
ΔE to the lowest compared entry with this formula, charge and spin in kcal/mol: 20.6
Calculated total energy in hartree: -907.8554

Last column: Löwdin charge in e.
CARTESIAN COORDINATES (ANGSTROEM)
C (2.4781, -0.2913, -0.1787)  -0.52
C (2.4341, -1.7741, 0.0517)  -0.02
C (0.9227, 1.5429, -0.4004)  -0.24
N (-0.2248, 1.9621, -0.0894)  0.06
N (-2.6704, 0.6301, 1.1081)  -0.17
N (1.2127, 0.1922, -0.1854)  0.07
O (3.4985, 0.3625, -0.4818)  0.02
O (-1.4661, -0.9271, -0.2280)  -0.48
O (-4.0644, -0.5263, -0.4936)  -0.30
S (-2.5091, 0.0286, -0.4466)  0.80
H (1.6811, -2.1849, 0.7822)  0.10
H (3.4346, -2.1294, 0.4178)  0.10
H (2.3200, -2.2202, -0.9381)  0.09
H (1.8888, 2.0327, -0.7086)  0.14
H (-0.4202, 2.9951, -0.0921)  0.08
H (-4.1011, -1.4850, -0.3623)  0.06
H (-3.0870, 1.4656, 0.8932)  -0.02
H (-1.6844, 0.7447, 1.5258)  0.09
H (0.3570, -0.4183, -0.1737)  0.11